Entry 1:
Entry from the OMol25 dataset: a molecular structure, C25H24N4O10PtSe (the ωB97M-V functional and the def2-TZVPD basis).

Calculated values
- Spin multiplicity: 1
- HOMO level: -7.07 eV
- Gap between HOMO and LUMO: 5.1893 eV

Positions of all 65 atoms, in Å:
Pt 0.04363 0.62261 0.82757
O -2.56886 -1.86324 -4.97985
C -1.92150 -0.62264 -5.19330
C -1.97258 0.19348 -3.93379
C -1.65652 1.54580 -3.95669
C -1.65860 2.25548 -2.76925
N -1.93862 1.71355 -1.58755
C -2.26862 0.42832 -1.57833
C -2.31124 -0.37016 -2.71525
C -2.69454 -0.15493 -0.27564
C -3.98781 -0.61170 -0.14724
C -4.42812 -1.13306 1.06733
C -5.85013 -1.60902 1.21911
O -6.18629 -2.59590 0.26003
C -3.51960 -1.22802 2.09834
C -2.21410 -0.78895 1.89448
N -1.81288 -0.23354 0.74646
H -2.53712 -2.37299 -5.79352
H -2.39802 -0.06009 -6.00333
H -0.86936 -0.77224 -5.46297
H -1.40886 2.04691 -4.88445
H -1.42178 3.31308 -2.76572
H -2.57109 -1.41713 -2.65295
H -4.66583 -0.52949 -0.98534
H -6.53112 -0.77752 1.03570
H -6.01980 -1.96158 2.24085
H -5.60914 -3.35718 0.38107
H -3.78403 -1.65925 3.05519
H -1.63232 -0.80349 3.71433
O 1.13939 0.62916 3.69470
C 2.38092 0.93787 3.96480
C 3.35159 1.07723 3.01209
C 4.71052 1.10576 3.47045
C 5.71339 1.04518 2.57670
C 5.46543 0.93281 1.17196
C 4.20363 0.96186 0.69274
C 3.07114 1.12589 1.57315
O 1.94432 1.36820 1.10527
N 7.10048 1.05250 3.05320
O 7.28873 1.14184 4.24945
O 7.97545 0.97324 2.21433
H 2.65441 0.99139 5.01918
H 4.92611 1.14499 4.52977
H 6.31249 0.82498 0.50964
H 3.99497 0.86607 -0.36443
C 1.52082 1.85903 -1.88509
C 1.39646 0.36982 -1.79900
C 1.83967 -0.56978 -2.70270
C 1.49217 -1.84402 -2.18964
C 0.84115 -1.63781 -0.99504
C 0.32688 -2.66100 -0.03610
N 0.77963 -0.28773 -0.75891
H 1.37921 2.18517 -2.91699
H 2.49760 2.22777 -1.56035
H 0.77971 2.35828 -1.26390
H 2.34662 -0.35312 -3.63108
H 1.69170 -2.80721 -2.63356
H 0.40198 -3.64798 -0.49195
H -0.72024 -2.49839 0.22608
H 0.89676 -2.67542 0.89681
O -1.27546 0.89947 4.84649
Se -0.30413 1.75922 3.91250
O -0.82129 1.80251 2.36324
O -1.26744 -0.94930 2.82728
O 0.36008 3.09440 4.46358



Entry 2:
Entry from the OMol25 dataset: 10 unconnected molecules or ions with the total composition C60H143N3O21 (the ωB97M-V functional and the def2-TZVPD basis).

Calculated values
- Spin multiplicity: 1
- HOMO level: -8.19 eV
- Gap between HOMO and LUMO: 8.7400 eV

Positions of all 227 atoms, in Å:
C -5.05804 -4.25086 3.89756
O -3.71676 -4.35544 4.23062
C -3.03846 -3.20364 3.81662
C -1.72432 -2.92326 4.45928
O -1.30991 -1.68747 3.97887
C -0.01663 -1.20680 4.27073
C 1.04881 -1.86909 3.42057
O 1.28124 -3.16553 3.94738
C 2.31338 -3.85744 3.25908
H -5.43188 -5.28268 3.69775
H -5.27737 -3.59515 3.02426
H -5.64265 -3.75616 4.72859
H -3.60336 -2.29356 4.03103
H -2.98081 -3.24488 2.74351
H -1.04171 -3.75062 4.21414
H -1.76206 -2.88198 5.56714
H 0.22520 -1.37044 5.33992
H -0.06729 -0.14436 4.13130
H 1.90638 -1.21030 3.53872
H 0.81995 -1.83280 2.36360
H 3.22840 -3.34918 3.45706
H 2.18845 -3.96330 2.15927
H 2.38369 -4.81781 3.72305
C -0.80444 -6.25258 5.45923
O -0.73230 -7.18107 4.40557
C -1.02725 -6.55578 3.19537
C -1.00979 -7.55322 2.13675
O -2.21036 -8.33652 2.14363
C -2.07447 -9.63192 1.56299
C -2.63281 -9.60440 0.13693
O -1.61967 -8.88373 -0.65578
C -2.15933 -8.59381 -1.97390
H -0.53570 -6.73746 6.40897
H -1.82800 -5.89088 5.50592
H -0.03924 -5.46015 5.24225
H -0.28590 -5.72371 3.06269
H -2.02609 -6.09893 3.19754
H -0.18674 -8.24162 2.31138
H -0.95480 -7.05423 1.16601
H -2.58809 -10.40996 2.15378
H -1.00451 -9.88039 1.48351
H -3.55175 -9.04038 0.09012
H -2.72642 -10.61513 -0.27081
H -2.64982 -9.49233 -2.37998
H -1.30914 -8.26005 -2.59871
H -2.94393 -7.81455 -1.91053
C 4.08980 -0.82451 2.01625
O 3.84261 0.58600 2.25655
C 4.78516 1.21701 3.07973
C 4.48775 2.71458 3.19696
O 5.28860 3.33214 2.18781
C 4.94769 4.65401 1.90920
C 5.32347 5.58001 3.08510
O 4.23748 5.63378 3.98853
C 4.38758 6.56629 5.02517
H 3.28186 -1.16060 1.34999
H 4.15069 -1.35469 2.95381
H 5.04292 -0.89730 1.54577
H 5.80098 1.10537 2.63613
H 4.83260 0.71154 4.06603
H 4.72219 3.05427 4.20200
H 3.44195 2.94920 3.03361
H 3.85758 4.71778 1.75988
H 5.44023 4.86623 0.93783
H 5.59913 6.59728 2.80704
H 6.22248 5.12580 3.55887
H 4.57261 7.61927 4.64238
H 5.25176 6.30170 5.61716
H 3.45627 6.43838 5.59268
C -2.80617 -5.21869 -0.10482
O -2.11681 -4.45081 0.89165
C -1.11644 -3.59846 0.40284
C -1.52638 -2.09604 0.59893
O -0.38743 -1.38308 0.17951
C -0.63030 0.01769 0.29869
C 0.75176 0.64870 0.17048
O 0.66620 2.02121 0.06358
C 1.93242 2.59947 0.01050
H -3.18548 -4.58611 -0.92170
H -3.57995 -5.75731 0.37973
H -2.10377 -5.92790 -0.55141
H -0.78582 -3.84188 -0.61678
H -0.23113 -3.68178 1.05147
H -1.77024 -1.80952 1.62276
H -2.30687 -1.81125 -0.09398
H -1.18912 0.28352 1.20070
H -1.22396 0.34729 -0.55567
H 1.16279 0.34312 -0.75994
H 1.42333 0.39586 1.01164
H 2.62651 2.14844 0.75692
H 1.85530 3.66742 0.18168
H 2.33270 2.49646 -1.02059
C -8.97568 3.49143 -2.95501
O -7.64490 3.48792 -3.41119
C -6.61649 3.50658 -2.44408
C -5.25131 3.63692 -3.08901
O -4.30566 3.66451 -2.02747
C -3.07569 4.35116 -2.26485
C -2.09814 4.09086 -1.10695
O -2.32171 4.88543 0.02409
C -1.39413 4.60315 1.01800
H -9.18509 2.92268 -2.03247
H -9.60848 3.17567 -3.76974
H -9.26292 4.54078 -2.77461
H -6.67744 2.65513 -1.75298
H -6.66708 4.43352 -1.83835
H -5.27097 4.59663 -3.65196
H -4.99204 2.80490 -3.75319
H -3.22901 5.41612 -2.42159
H -2.51359 4.00045 -3.12051
H -1.10285 4.29240 -1.46527
H -2.25276 3.06178 -0.79312
H -1.54166 3.60229 1.42962
H -1.51704 5.36483 1.78198
H -0.35937 4.74775 0.62787
C 9.57251 8.53592 -4.44292
O 8.43449 7.79620 -4.86228
C 8.41831 6.38861 -4.59091
C 6.96712 5.94394 -4.62434
O 6.29174 6.23701 -3.43175
C 5.17186 5.41303 -3.29474
C 4.59562 5.59779 -1.90291
O 3.40981 4.88137 -1.76087
C 2.27647 5.69258 -2.09206
H 10.45811 8.42684 -5.06878
H 9.85386 8.32286 -3.39160
H 9.38729 9.60814 -4.50499
H 8.92080 6.19777 -3.61199
H 8.94094 5.90281 -5.44985
H 6.92177 4.87200 -4.75377
H 6.49910 6.42224 -5.51846
H 5.40282 4.33511 -3.46239
H 4.40505 5.67155 -4.05369
H 4.42968 6.60456 -1.60570
H 5.26151 5.24066 -1.12432
H 2.34284 6.61086 -1.46951
H 1.34799 5.11074 -1.90338
H 2.32484 5.97329 -3.16295
C 0.18315 -5.49317 -3.69012
O -1.18376 -5.62287 -4.00822
C -1.82439 -4.34759 -4.03152
C -3.27200 -4.40625 -4.39311
O -4.00999 -4.90205 -3.29582
C -5.41214 -4.86405 -3.42417
C -6.02661 -5.04499 -2.08772
O -5.82503 -3.92972 -1.30150
C -6.22665 -4.14001 0.01032
H 0.56103 -6.48304 -3.39884
H 0.32460 -4.87850 -2.78934
H 0.78121 -5.11909 -4.53495
H -1.29952 -3.83415 -4.84288
H -1.70347 -3.82151 -3.08024
H -3.26396 -5.04432 -5.29368
H -3.55513 -3.39655 -4.66820
H -5.72130 -5.70813 -3.99485
H -5.72977 -3.89896 -3.81358
H -5.65067 -5.94206 -1.55133
H -7.10831 -5.17788 -2.20743
H -7.26412 -4.42860 0.11665
H -6.10506 -3.19814 0.52670
H -5.65635 -4.96020 0.54779
C -2.67877 -0.97836 -2.86618
C -2.96747 0.52214 -3.05299
N -2.11330 1.19947 -4.01303
C -2.23895 0.74799 -5.36941
C -3.70425 0.77763 -5.88005
C -0.71630 1.31175 -3.67584
C -0.02809 2.60425 -4.13887
H -1.67698 -1.18508 -2.52515
H -2.81881 -1.47315 -3.82262
H -3.33735 -1.33406 -2.08697
H -4.01875 0.72854 -3.23701
H -2.72741 0.94018 -2.08507
H -1.61755 1.40937 -5.97213
H -1.82016 -0.27896 -5.50762
H -4.33865 0.16737 -5.26110
H -3.96539 1.84083 -5.77319
H -3.80475 0.51049 -6.92945
H -0.15452 0.40286 -3.97141
H -0.65552 1.27435 -2.57238
H 0.29041 2.54540 -5.17310
H 0.87983 2.81522 -3.53824
H -0.74229 3.44762 -4.04311
C -3.31299 -0.32973 6.73961
C -4.58353 0.22169 6.17713
N -4.42287 1.21402 5.11523
C -4.00784 0.55426 3.84250
C -3.45636 1.50398 2.75991
C -5.61944 2.04363 4.99970
C -5.81226 3.01920 6.10055
H -2.87682 -1.08228 6.07690
H -3.53899 -0.89243 7.66450
H -2.56848 0.43625 6.93532
H -5.30189 -0.56335 5.87896
H -5.12687 0.76186 6.97974
H -3.25667 -0.17830 4.13753
H -4.88479 -0.03415 3.47039
H -3.44224 0.99982 1.77791
H -4.18476 2.28565 2.69922
H -2.49777 1.82909 3.11054
H -6.57067 1.44658 4.92978
H -5.57122 2.64161 4.11717
H -5.93945 2.47072 7.05205
H -6.68209 3.62697 5.98767
H -4.98027 3.73434 6.19864
C 8.20024 3.70013 -1.74893
C 7.77979 2.40447 -2.42673
N 7.66373 1.30502 -1.51795
C 6.74138 1.42789 -0.38891
C 5.29221 1.59955 -0.76410
C 7.36863 0.11252 -2.34005
C 8.55829 -0.37978 -3.12489
H 8.18831 4.57146 -2.40316
H 9.15501 3.63339 -1.24802
H 7.40699 3.90488 -1.01340
H 6.78522 2.53217 -2.88949
H 8.36672 2.03309 -3.29312
H 6.83245 0.61207 0.34601
H 7.08619 2.29837 0.17558
H 4.73527 0.73900 -1.15117
H 4.75501 1.83297 0.11683
H 5.14182 2.41811 -1.45234
H 6.51231 0.30248 -2.97237
H 7.07711 -0.64948 -1.60145
H 8.30133 -1.29921 -3.70864
H 9.37687 -0.64069 -2.41224
H 8.80797 0.34501 -3.87407



Entry 3:
Entry from the OMol25 dataset: 2 unconnected molecules or ions with the total composition C2ClF3 (the ωB97M-V functional and the def2-TZVPD basis).

Calculated values
- Spin multiplicity: 1
- HOMO level (spin up / spin down): -9.11 / -9.11 eV
- Gap between HOMO and LUMO (spin up / spin down): 8.0207 / 8.0229 eV

Positions of all 6 atoms, in Å:
C 0.99970 -0.30420 0.43969
C -0.91018 0.26955 -0.24384
F 1.32069 -1.38032 -0.20362
F 1.94335 0.56044 0.03553
F -1.08685 1.54332 -0.08502
Cl -2.26670 -0.68878 0.05726